# 1
Density functional theory data (the ωB97M-V functional and the def2-TZVPD basis) for a cluster of 9 separate species, C31H68BNO9P2S in total in a non-equilibrium geometry.

LUMO energy, eV: -0.827
Frontier orbital gap, eV: 6.993
HOMO energy, eV: -7.821
Energy relative to the best compared isomer or geometry (same formula, charge and spin), kcal/mol: 101.26
Charge: 0
E_tot, Eh: -3059.465169
SMILES: CCCCCCCB([PH2]=S)P(N)O.CC(C)=O.CC(C)=O.CC(C)=O.CC(C)=O.CC(C)=O.CC(C)=O.CC(C)=O.CC(C)=O

Element x y z (Å)
S  0.21578  -0.25487  -1.59322
P  0.76363  1.14316  -0.29730
P  -1.22739  3.44963  -1.54589
O  -4.41207  -1.08401  -5.90684
O  -2.07214  -3.43870  5.79845
O  -1.36389  -8.87061  2.68827
O  -1.12278  4.70145  -2.75306
O  -4.54788  3.38166  -5.96133
O  4.71396  2.52528  -4.30360
O  -1.34193  -4.66265  2.22514
O  3.70241  3.22025  2.62156
O  1.77168  -0.48525  4.68442
N  -1.96101  4.23380  -0.09899
C  -3.25807  -3.45388  5.47259
C  -3.23421  1.56722  -6.78791
C  3.00133  2.63779  4.82846
C  -3.69748  -4.01908  4.14843
C  1.35996  2.82095  2.85530
C  1.02396  -1.33115  5.17249
C  -4.32561  -2.90788  6.38263
C  -2.29443  -9.17082  3.43447
C  -1.24274  -5.10902  -0.11838
C  -5.66599  -1.80402  -4.00673
C  -2.06498  -9.45307  4.89516
C  5.13393  1.84356  -5.23727
C  1.72494  4.06623  -1.12010
C  -2.67910  2.79500  -4.59579
C  3.36210  7.13056  0.05133
C  4.14772  4.86799  -2.01372
C  0.51776  -1.20526  6.58453
C  -3.57484  2.64756  -5.79656
C  3.05307  3.61252  -1.96878
C  -5.60363  -3.13074  -6.21057
C  2.77187  2.92005  3.36777
C  6.38351  1.01552  -5.10009
C  4.41793  1.80526  -6.56083
C  4.63655  6.18253  0.38654
C  0.05446  -6.50058  1.61419
C  -0.88469  -5.36109  1.32183
C  0.58012  -2.53198  4.38069
C  -5.15980  -1.92991  -5.41877
C  3.93214  8.61927  -0.44863
C  -3.70634  -9.26992  2.92200
C  4.91947  4.91821  -0.58553
B  0.55750  2.91748  -0.98135
H  0.98259  1.80551  3.00025
H  0.72421  3.54121  3.37618
H  2.54346  6.68755  -0.65168
H  -4.84550  -2.08151  5.89144
H  -5.26422  -0.88967  -3.55738
H  1.01376  -6.32755  1.12014
H  -1.66171  3.03033  -4.91797
H  4.06690  2.74717  5.05617
H  -4.18938  -3.24231  3.55771
H  3.01038  9.19350  -0.93462
H  -2.68895  1.87272  -4.00949
H  -6.69199  -3.12900  -6.30931
H  4.18987  9.18796  0.56882
H  -3.72072  -9.04017  1.85131
H  -3.04610  3.61353  -3.96762
H  1.02302  -2.49073  3.37999
H  5.07771  2.17278  -7.35086
H  -5.03163  -3.69999  6.64409
H  4.72308  3.92723  0.04756
H  -5.16073  -3.08948  -7.21127
H  0.22291  -6.56395  2.69446
H  -4.08371  -10.28536  3.06696
H  -2.03297  5.27658  -0.22336
H  6.09000  4.91166  -0.82215
H  -2.36925  -10.47654  5.12799
H  1.31263  5.04964  -1.65520
H  -0.90577  5.56420  -2.26376
H  3.55261  2.72295  -1.34935
H  3.69481  5.87074  -2.40324
H  -6.75724  -1.74316  -4.00736
H  -0.50824  -2.53024  4.28195
H  -1.74010  -5.98759  -0.53674
H  3.53407  2.45022  -6.51406
H  2.81613  7.36187  1.08762
H  6.79294  1.14069  -4.09213
H  4.09482  0.78435  -6.77908
H  -0.34118  -4.87393  -0.68965
H  2.69705  1.61433  5.06128
H  0.91605  -3.44734  4.87436
H  -2.24144  1.74793  -7.20776
H  0.91953  -0.29091  7.03388
H  -0.57349  -1.14441  6.58390
H  4.95130  4.53415  -2.83156
H  7.13075  1.34780  -5.82500
H  4.47041  5.75155  1.48599
H  -5.26770  -4.04610  -5.71689
H  0.85085  -2.06145  7.17637
H  -0.99940  -9.34370  5.12287
H  1.34558  3.05069  1.78461
H  -3.26876  0.59029  -6.29934
H  -0.19714  1.01386  0.80630
H  -2.62762  -8.74089  5.50400
H  -4.37558  -4.86078  4.31044
H  4.85838  8.53968  -1.16197
H  -5.33290  -2.66020  -3.41488
H  -1.92772  -4.25667  -0.17818
H  5.60471  6.85248  0.45914
H  -3.96642  1.57799  -7.60223
H  2.43869  3.34998  5.43729
H  2.11540  4.44689  -0.06002
H  2.82909  3.17130  -3.03422
H  -0.38521  -7.44121  1.27297
H  -4.34210  -8.54966  3.44288
H  -2.89094  3.81198  0.14010
H  6.14796  -0.04066  -5.25323
H  -3.86241  -2.53366  7.30169
H  -2.82095  -4.37617  3.59746
H  2.07271  0.88337  0.25845



# 2
Density functional theory data (the ωB97M-V functional and the def2-TZVPD basis) for a cluster of 8 separate species, C31H68NO15Si in total.

LUMO energy, eV: -3.143
Frontier orbital gap, eV: 8.235
HOMO energy, eV: -11.378
Charge: +1
E_tot, Eh: -2694.622747

Element x y z (Å)
Si  -2.57885  0.36917  -5.14369
O  4.01050  3.02721  1.27623
O  0.16003  -3.75515  -3.65838
O  -6.95773  4.98470  -1.80100
O  -1.09796  1.64241  5.06886
O  5.18255  -2.74363  5.83732
O  -6.35753  2.92896  -1.32828
O  1.03393  2.11389  5.02270
O  4.27624  -4.01528  -0.53432
O  2.49296  -2.85432  0.02626
O  -0.33452  -3.38214  -5.75678
O  3.32585  -3.18434  4.76095
O  -3.97767  2.68196  -4.34668
O  1.92534  2.40102  1.10406
O  -3.45938  -0.91424  0.67629
O  -2.46804  -2.13354  2.20657
N  -2.70871  2.07809  -4.22190
C  5.74622  3.93591  -0.20345
C  -4.24517  -0.14829  -5.60448
C  4.20238  -3.60322  5.47440
C  7.36587  -3.83032  6.10994
C  4.25597  -5.05033  5.91964
C  3.34428  1.62914  -0.65957
C  -7.50919  5.97013  -2.68851
C  6.21546  -3.10134  6.76857
C  0.28833  -4.67264  -2.54320
C  2.41484  4.12530  5.19023
C  1.45152  -2.54909  0.98249
C  -1.83633  -0.71046  -3.88868
C  -7.59186  3.15058  -3.35383
C  1.81515  -1.44867  1.95910
C  -9.00938  6.10099  -2.55384
C  -6.92233  3.66713  -2.09520
C  1.66715  -5.28797  -2.48820
C  3.03523  2.36197  0.63019
C  -0.55030  3.61235  3.82471
C  -2.69236  -1.02286  1.81307
C  2.17459  2.80542  4.48961
C  -2.15520  0.22451  2.47269
C  3.52381  -3.69415  0.34725
C  3.68609  -4.13367  1.78415
C  -3.90733  0.34298  0.17159
C  -0.23973  2.38623  4.66115
C  -2.84450  0.98407  -0.70334
C  5.39794  2.95641  0.89403
C  -0.13898  -4.20568  -4.89476
C  -0.17878  -5.68872  -5.19458
C  -1.51263  0.67838  -6.58511
H  -1.00519  -0.28729  -3.31652
H  3.12834  2.31526  -1.48049
H  5.49054  4.94893  0.10381
H  2.77642  -4.15561  2.37014
H  2.08709  -0.54061  1.41896
H  -7.04277  2.26834  -3.67069
H  2.51702  3.97312  6.26393
H  5.79467  -3.66843  7.59861
H  0.25601  3.93196  3.17482
H  -1.89044  1.46672  -7.24536
H  -2.54337  0.27102  -1.46791
H  5.66201  1.93150  0.63432
H  2.42062  -4.50873  -2.37837
H  -4.88540  -0.37543  -4.74833
H  -3.25864  1.88998  -1.16473
H  -4.77359  0.55711  -6.25175
H  6.81678  3.89677  -0.40280
H  -2.70938  1.13330  2.25745
H  4.36681  -3.43422  2.26929
H  -0.47400  0.92006  -6.34690
H  -0.79788  4.42574  4.50793
H  -9.26978  6.33282  -1.52222
H  4.74350  -5.62161  5.12846
H  -0.40711  -6.32427  -4.34711
H  4.15125  -5.11636  1.79218
H  -8.61031  2.84272  -3.11897
H  5.92013  3.20235  1.81570
H  -4.23849  1.01547  0.96257
H  -1.96049  1.27337  -0.13827
H  2.67038  0.77982  -0.72812
H  -2.61253  -1.01788  -3.18045
H  1.87504  -5.84195  -3.40279
H  2.63792  -1.73085  2.61050
H  6.53930  -2.14043  7.16344
H  -7.01019  6.88748  -2.38271
H  -1.95449  2.69584  -4.53211
H  3.33328  4.57815  4.81512
H  7.05455  -4.79122  5.70027
H  -2.12364  0.07765  3.54707
H  1.76251  -5.96843  -1.64236
H  3.23371  -5.40520  6.00753
H  2.10389  2.91648  3.41167
H  4.79454  -5.22949  6.84411
H  4.37146  1.29546  -0.76227
H  -1.43802  3.39527  3.23759
H  1.14159  -3.45390  1.50529
H  7.77862  -3.22542  5.30338
H  0.61873  -2.24846  0.34664
H  -0.89996  -5.84770  -5.99039
H  0.80291  -5.97135  -5.57538
H  -1.12820  0.36482  2.13201
H  0.09329  -4.05842  -1.66665
H  -9.36857  6.90956  -3.19014
H  -7.64422  3.86462  -4.17095
H  1.59770  4.82703  5.01768
H  5.22151  3.70954  -1.13209
H  -4.78541  0.08418  -0.41802
H  -9.52455  5.18581  -2.84534
H  -4.08655  -1.07553  -6.17329
H  8.15365  -4.01390  6.84054
H  -7.21227  5.76135  -3.71753
H  -1.50501  -0.26039  -7.15492
H  -2.60156  1.97018  -3.20722
H  0.96561  -1.23207  2.60553
H  -1.46846  -1.61151  -4.40156
H  2.99491  2.11650  4.68972
H  -3.86047  3.53011  -4.82190
H  -0.50313  -5.41859  -2.60391



# 3
Density functional theory data (the ωB97M-V functional and the def2-TZVPD basis) for a structure of composition C31H69F7FeINO2P3Si2Te in a non-equilibrium geometry.

LUMO energy (spin up / spin down), eV: -3.746 / -3.750
Frontier orbital gap (spin up / spin down), eV: 7.488 / 7.734
Multiplicity: 5
HOMO energy (spin up / spin down), eV: -11.234 / -11.484
Energy relative to the best compared isomer or geometry (same formula, charge and spin), kcal/mol: 22.84
Charge: +1
E_tot, Eh: -5559.641779

Element x y z (Å)
I  2.23975  -2.27281  1.34544
Te  2.74826  -1.10089  -1.01535
Fe  -0.20322  0.08616  0.46986
P  -1.86390  -3.25035  0.79210
P  -1.88963  1.50928  1.65332
P  3.34174  1.97990  1.17876
Si  1.11766  -2.59772  -3.70419
Si  5.58290  -0.95101  -2.71562
F  4.76753  2.63470  1.33001
F  3.94209  0.49153  1.38206
F  0.24851  -0.53566  -1.33531
F  3.55839  1.79309  -0.43922
F  2.63930  3.38453  0.86332
F  1.79211  1.21865  0.95404
F  2.99338  2.08750  2.71569
O  -1.23206  -1.88830  0.75309
O  -0.59980  1.95793  -0.82414
N  1.14749  2.94561  -1.84282
C  4.79468  -1.63674  -1.09531
C  0.08072  5.08236  2.40323
C  -3.33230  -3.35549  -0.24473
C  -0.49984  0.04942  5.23628
C  1.34575  -0.97814  -4.60580
C  -2.00803  0.88259  3.39744
C  -2.74280  -1.04124  4.89365
C  -1.59601  3.31566  1.86050
C  -6.02162  1.31338  0.88176
C  -1.82696  4.63601  4.04127
C  7.30901  -0.35765  -2.34287
C  2.07778  -2.82074  -2.05989
C  -0.72784  5.61598  3.60869
C  -5.90208  1.23751  -0.63867
C  1.70341  -4.04477  -4.74658
C  -3.72110  0.12594  0.04833
C  -1.85617  -0.28703  5.88370
C  -4.75737  1.95069  1.47868
C  -0.70307  -2.84418  -3.33063
C  -3.10641  -0.15868  3.67919
C  4.61824  0.49789  -3.44892
C  -2.56152  4.03623  2.84166
C  -0.96377  2.80255  -3.02662
C  -0.12588  2.54493  -1.80647
C  -0.64283  0.24755  3.71846
C  5.51135  -2.35993  -3.94718
C  -3.49248  1.48631  0.72459
C  -4.80098  0.23637  -1.03913
C  -0.13346  3.58292  2.22093
C  -0.78789  -4.58695  0.25002
C  -2.35606  -3.69762  2.46434
H  3.53647  0.42771  -3.31737
H  1.51237  3.46924  -2.61730
H  1.13807  -4.10883  -5.68266
H  -2.20498  -1.93718  4.56717
H  -5.25052  -0.74723  -1.19967
H  5.95775  -2.06186  -4.90105
H  0.18372  0.86432  3.35048
H  -6.85393  0.94418  -1.08173
H  -2.54750  5.15011  4.67920
H  -3.07261  4.84108  2.30727
H  -4.05228  0.34558  3.87778
H  7.80168  -0.04537  -3.26918
H  -6.17202  0.30637  1.28321
H  -3.19462  -3.07723  2.78199
H  -3.27284  2.19831  -0.07789
H  -4.03341  -0.59917  0.80533
H  -0.91887  -3.89132  -3.08896
H  -1.18080  6.57663  3.35324
H  -0.47756  -4.41365  -0.77992
H  1.55448  -4.98708  -4.20882
H  1.14385  5.28473  2.53441
H  -4.34907  0.54457  -1.98414
H  -1.32578  -5.53624  0.30699
H  0.22184  -0.74891  5.42684
H  -1.74793  3.71406  0.85472
H  1.74763  2.79602  -1.04104
H  -0.58337  -0.71782  3.19500
H  0.09145  -4.62680  0.89189
H  -2.64256  -4.74989  2.51806
H  -2.14263  1.74834  4.05097
H  -3.33592  3.35603  3.20371
H  -3.24939  -0.79457  2.79981
H  2.76210  -3.98141  -5.01126
H  -2.78929  -0.23487  -0.38498
H  -1.38785  3.83448  4.64400
H  -3.98032  -4.16838  0.08831
H  0.67667  -0.96853  -5.47111
H  -4.84040  3.03587  1.39929
H  4.93510  1.44001  -2.99676
H  5.28570  -1.18174  -0.23381
H  4.47850  -2.65876  -4.14538
H  2.90896  -3.51858  -2.15763
H  -1.01814  -2.20967  -2.49717
H  4.81048  0.56104  -4.52230
H  1.07458  -0.13350  -3.96508
H  -5.66839  2.23499  -1.02396
H  7.28786  0.50190  -1.66847
H  -3.86801  -2.40809  -0.19212
H  4.89024  -2.72049  -1.04555
H  1.34543  -3.25823  -1.38461
H  -1.04954  1.85764  -3.56913
H  -2.36523  0.62714  6.20136
H  -0.06500  5.79289  4.45741
H  6.05503  -3.23896  -3.58817
H  -1.30807  -2.58251  -4.20444
H  -3.65747  -1.37813  5.38527
H  -1.96724  3.09951  -2.72769
H  -0.09606  0.95899  5.68607
H  -0.53183  3.55743  -3.68095
H  -6.89316  1.90437  1.16573
H  0.15651  3.06271  3.13971
H  -1.69800  -0.89057  6.77819
H  0.49379  3.20880  1.42188
H  -3.03681  -3.53656  -1.27952
H  7.92763  -1.13442  -1.88570
H  -0.23255  5.59004  1.48496
H  -4.70059  1.71027  2.53983
H  -1.50251  -3.52707  3.12285
H  2.36388  -0.83270  -4.97412